# 1
The following is a DFT calculation (ωB97M-V with the def2-TZVPD basis set) of a cluster of 2 separate species, C33H24F6O3P in total.

Element x y z (Å)
1 P -0.73852 2.59833 -0.88129
2 F 0.04522 -0.02914 7.22697
3 F 1.94614 -6.84825 -2.15659
4 F 3.69767 -5.82419 -3.01329
5 F 3.92293 -7.06584 -1.21267
6 F 1.68297 1.41801 6.95451
7 F 2.12417 -0.62113 7.64837
8 O 0.88899 2.28291 -0.82450
9 O -1.23432 2.21423 0.67587
10 O -1.03743 1.15248 -1.67712
11 C -2.89382 3.98540 0.51882
12 C 2.20157 -2.71176 0.61448
13 C 1.50793 2.37504 -2.07330
14 C 3.09698 -6.17147 -1.83278
15 C 2.44737 1.39633 -2.42719
16 C 2.80625 -4.97385 -0.98063
17 C 2.74507 1.23598 -3.78448
18 C -4.48763 2.50071 2.29080
19 C 2.57935 -3.96239 1.19225
20 C 2.83388 -5.07636 0.40494
21 C 1.44635 0.15308 3.03186
22 C 2.25803 2.14600 -4.72884
23 C 1.05446 3.33708 -2.99376
24 C -4.54957 1.15762 -2.80246
25 C 2.18750 -2.66780 -0.82087
26 C 1.82259 -2.12362 3.78130
27 C -2.40978 2.81570 1.13072
28 C 1.84773 -1.51301 1.30007
29 C 1.34187 0.10358 6.79233
30 C 1.43957 3.20882 -4.32964
31 C 1.33544 0.57511 4.34107
32 C -3.30911 -0.60371 -3.91983
33 C 1.72896 -1.21045 2.68718
34 C -3.14953 2.13481 2.10490
35 C -2.16218 -0.28100 -3.19004
36 C -3.40015 1.51756 -2.08984
37 C 1.48602 -0.34833 5.37095
38 C -4.25320 4.29374 0.67079
39 C 2.49077 -3.76761 -1.59810
40 C -4.49470 0.11501 -3.73071
41 C -2.20799 0.81405 -2.31051
42 C 1.72086 -1.68994 5.09496
43 C -5.04044 3.56155 1.56581
44 H 1.92776 -1.73224 -1.31829
45 H -1.22727 -0.83680 -3.29012
46 H 1.07501 3.93723 -5.05910
47 H 3.07115 -6.03052 0.86467
48 H 1.95280 -3.18536 3.60230
49 H -5.48001 1.69948 -2.62202
50 H -4.69011 5.11292 0.09169
51 H -5.39140 -0.14779 -4.29811
52 H -5.08781 1.95171 3.01724
53 H 1.63742 -0.66868 0.64031
54 H 3.37944 0.40155 -4.09376
55 H -2.69392 1.30105 2.64399
56 H -3.26323 -1.42307 -4.63723
57 H -6.08976 3.83573 1.71327
58 H 2.48967 -3.70986 -2.68064
59 H 1.81939 -2.39462 5.91487
60 H 0.37958 4.14196 -2.68615
61 H -3.43950 2.32335 -1.35132
62 H 1.31395 0.88354 2.23305
63 H 2.68841 -4.06143 2.26666
64 H 1.13765 1.61295 4.58191
65 H 2.52885 2.03106 -5.78129
66 H -2.24334 4.60296 -0.11216
67 H 2.88699 0.75162 -1.66031

The value obtained for the LUMO energy is -6.503 eV. The molecular weight comes out at 613.5 g mol⁻¹. The net charge is +1. The calculation puts the HOMO energy at -10.646 eV.

---

# 2
The following is a DFT calculation (ωB97M-V with the def2-TZVPD basis set) of an isolated molecule of C6H6O2.

Element x y z (Å)
1 O -1.41282 0.24598 -0.01897
2 O -0.01643 2.56246 -0.19111
3 C -0.21456 -0.31945 -0.14391
4 C 2.17089 -0.32562 -0.04107
5 C 0.93734 1.91173 0.09582
6 C 0.93211 0.41905 -0.06700
7 C 3.19910 -0.98328 -0.03146
8 C -2.59472 -0.65986 0.03136
9 H -2.48688 -1.60665 -0.58981
10 H -2.71314 -0.90074 1.10310
11 H -0.32661 -1.39080 -0.43719
12 H -3.53255 -0.13498 -0.25589
13 H 4.22950 -1.21560 0.01958
14 H 1.82877 2.39777 0.52655

Its energy relative to the best compared isomer or geometry (same formula, charge and spin) is 69.9 kcal/mol. The value obtained for the LUMO energy is 0.405 eV. The molecular weight comes out at 110.1 g mol⁻¹. Its SMILES is C#C/C(C=O)=C/OC. The calculation puts the HOMO energy at -8.580 eV.

---

no.,E (Ha)
1,-2437.9752
2,-382.5744